<a>
A 2-piece molecular cluster, C3H11N2 overall. Source: the Open Molecules 2025 dataset; level of theory: the ωB97M-V functional and the def2-TZVPD basis.

CARTESIAN COORDINATES (ANGSTROEM)
1 C -1.24864 1.25531 1.09309
2 C -1.25577 0.83706 -0.36673
3 N -0.87243 -0.65005 -0.44561
4 H -0.03827 -0.82461 0.11158
5 H 3.23226 -1.83793 -0.49845
6 H 2.66132 -0.98429 1.04826
7 H -1.62749 -1.13558 0.04838
8 H -1.45621 0.37483 1.71729
9 H -0.24884 1.46006 1.47909
10 H -0.64081 1.34357 -1.09835
11 H -0.87702 -1.05103 -1.38043
12 C 2.59532 -1.08633 -0.03717
13 H -2.30591 0.76389 -0.65011
14 N 1.79308 -0.35403 -0.71509
15 H -2.00465 2.00862 1.27326
16 H 2.29406 -0.11949 -1.57900

The calculation puts the orbital gap at 10.77 eV. The LUMO energy is -3.2 eV. As for the total charge: +1. The value obtained for the HOMO energy is -14.0066 eV.

Here are the natural (NBO) charges for atoms 1 to 6, given in e: -0.6422 -0.1962 -0.6752 0.4610 0.1732 0.1760

<b>
A 2-piece molecular cluster, C3H11N2 overall. Source: the Open Molecules 2025 dataset; level of theory: the ωB97M-V functional and the def2-TZVPD basis.

CARTESIAN COORDINATES (ANGSTROEM)
1 H 0.55634 -2.94906 0.44007
2 H 1.53837 0.87771 1.37821
3 H 0.77819 2.33518 2.14624
4 H -1.50962 -0.54885 -1.82674
5 H -0.20404 0.69142 2.27284
6 N -0.47423 -0.20532 -1.37817
7 H -0.26373 0.81451 -0.45847
8 N -0.16248 1.70321 0.34637
9 H -0.03527 -0.04587 -2.22644
10 H 0.34724 2.34666 -0.23796
11 H -0.38362 -1.38840 1.06191
12 H -1.13247 2.13510 0.60650
13 C -0.02521 -2.02176 0.24557
14 C 0.51836 1.32820 1.64299
15 H 0.80584 -1.85928 -1.64170
16 C 0.16679 -1.45551 -0.93720

The calculation puts the orbital gap at 10.67 eV. The LUMO energy is -3.3 eV. As for the total charge: +1. The value obtained for the HOMO energy is -13.9542 eV.

Here are the natural (NBO) charges for atoms 1 to 6, given in e: 0.2443 0.2381 0.2349 0.4293 0.2403 -0.8307

<c>
A 2-piece molecular cluster, C3H11N2 overall. Source: the Open Molecules 2025 dataset; level of theory: the ωB97M-V functional and the def2-TZVPD basis.

CARTESIAN COORDINATES (ANGSTROEM)
1 H -0.62074 -0.18308 2.18015
2 H 0.66663 1.12946 2.28553
3 C -0.50425 2.09968 -0.17687
4 N -0.37093 -1.50451 -0.65170
5 H 0.92296 -1.07611 -2.27760
6 H -1.01086 2.27839 -1.10231
7 N -0.34622 0.99519 0.43663
8 H -0.16857 -0.61184 -0.05419
9 C -0.29407 0.84872 1.89529
10 C 0.99876 -1.53975 -1.29645
11 H 1.30370 -2.56254 -1.41276
12 H -1.07439 -1.30221 -1.34574
13 H 0.17944 2.93212 0.09827
14 H 1.74924 -0.89922 -0.77360
15 H -0.50563 -2.28787 -0.02633
16 H -0.92508 1.68356 2.22165

The calculation puts the orbital gap at 9.88 eV. The LUMO energy is -3.6 eV. As for the total charge: +1. The value obtained for the HOMO energy is -13.4575 eV.

Here are the natural (NBO) charges for atoms 1 to 6, given in e: 0.2106 0.2199 0.0467 -0.7265 0.2342 0.1862

Stability, highest: <a>

<a>
A 2-piece molecular cluster, C3H11N2 overall. Source: the Open Molecules 2025 dataset; level of theory: the ωB97M-V functional and the def2-TZVPD basis.

CARTESIAN COORDINATES (ANGSTROEM)
1 N 0.03013 -0.65529 -1.38690
2 C -0.96512 -1.80529 -1.16778
3 N 0.65544 0.70054 0.71443
4 H 0.25367 -0.14926 -0.40967
5 C -0.56430 1.13565 1.35877
6 H 1.89387 2.18266 1.60568
7 H -1.18380 -2.28632 -2.12203
8 H -1.34967 1.39559 0.58836
9 H 0.86422 -1.01326 -1.85664
10 H 2.71668 0.71956 0.72795
11 C 1.79844 1.20953 1.08053
12 H -1.00898 0.33193 1.94092
13 H -0.55646 -2.46504 -0.40760
14 H -0.36906 2.02181 2.04918
15 H -0.31404 0.09679 -1.98893
16 H -1.90101 -1.41961 -0.72625

The calculation puts the orbital gap at 11.41 eV. The LUMO energy is -3.3 eV. As for the total charge: +1. The value obtained for the HOMO energy is -14.7264 eV.

Here are the natural (NBO) charges for atoms 1 to 6, given in e: -0.7275 -0.4216 -0.4805 0.4445 -0.4530 0.1977

<b>
An isolated ion of composition C3H11N2 and charge +1. Source: the Open Molecules 2025 dataset; level of theory: the ωB97M-V functional and the def2-TZVPD basis.

CARTESIAN COORDINATES (ANGSTROEM)
1 H -1.46277 0.86346 -0.75776
2 N -0.07709 -1.36674 -0.97630
3 N -0.68664 0.85073 0.00466
4 H 1.18379 -1.59841 0.71836
5 C -0.55130 2.08190 0.81073
6 H -0.41012 1.90217 1.89860
7 H 0.34464 -1.64605 -1.88795
8 C 0.51382 -2.22807 0.11620
9 H 1.15451 -2.96146 -0.34300
10 H 1.33100 0.32159 -0.04296
11 H -0.83773 0.02338 0.67682
12 H -1.51778 2.61491 0.91821
13 H 0.04371 2.79653 0.36481
14 H 0.65520 0.66926 -1.72911
15 C 0.52188 0.33244 -0.66713
16 H -0.20511 -2.65565 0.89583

The calculation puts the orbital gap at 10.60 eV. The LUMO energy is -3.5 eV. As for the total charge: +1. The value obtained for the HOMO energy is -14.0709 eV.

Here are the natural (NBO) charges for atoms 1 to 6, given in e: 0.4749 -0.6246 -0.5425 0.1782 -0.4562 0.2556

Stability, highest: <a>

<a>
A 2-piece molecular cluster, CBrO4 overall. Source: the Open Molecules 2025 dataset; level of theory: the ωB97M-V functional and the def2-TZVPD basis.

CARTESIAN COORDINATES (ANGSTROEM)
1 C 1.27237 0.68074 -0.52379
2 O -1.48602 -0.17368 0.85883
3 O 1.51325 -0.02606 0.33376
4 Br -1.33611 -2.22117 1.04160
5 O -1.19888 0.39092 -0.26203
6 O 1.23539 1.34925 -1.44837

The calculation puts the orbital gap (alpha / beta) at 7.04 / 6.98 eV. The LUMO energy (alpha / beta) is 3.7 / 3.7 eV. As for the total charge: -1. The value obtained for the HOMO energy (alpha / beta) is -3.3528 / -3.2899 eV.

Table of natural (NBO) atomic charges, one value per atom, all in e: 1.0445 -0.2228 -0.5236 -0.3035 -0.4320 -0.5625

<b>
A 2-piece molecular cluster, CBrO4 overall. Source: the Open Molecules 2025 dataset; level of theory: the ωB97M-V functional and the def2-TZVPD basis.

CARTESIAN COORDINATES (ANGSTROEM)
1 O -0.25692 -0.97609 0.42221
2 O -1.30868 -1.05813 -0.45470
3 O 2.48127 0.38508 -0.44952
4 C 1.58243 0.91166 0.07273
5 O 0.82926 1.64585 0.57170
6 Br -3.32737 -0.90837 -0.16243

The calculation puts the orbital gap (alpha / beta) at 7.15 / 6.75 eV. The LUMO energy (alpha / beta) is 3.4 / 3.5 eV. As for the total charge: -1. The value obtained for the HOMO energy (alpha / beta) is -3.7100 / -3.2905 eV.

Table of natural (NBO) atomic charges, one value per atom, all in e: -0.4243 -0.2948 -0.5555 1.0566 -0.5221 -0.2599

Stability, highest: <a>

<a>
A 5-piece molecular cluster, C2H12O3S overall. Source: the Open Molecules 2025 dataset; level of theory: the ωB97M-V functional and the def2-TZVPD basis.

CARTESIAN COORDINATES (ANGSTROEM)
1 H -2.20709 -0.40866 1.39038
2 H -1.69621 1.33425 -1.75697
3 O -1.14263 0.55524 -1.65507
4 H 1.42541 -1.56158 -1.07375
5 H -1.41502 0.68219 2.11122
6 H 3.03591 0.96867 -0.37645
7 H 1.46389 -0.14073 -2.08307
8 C 2.06721 -0.71601 -1.34206
9 O -2.29084 0.23248 2.10842
10 H 3.00548 -1.07096 -1.83244
11 H -1.69175 -2.31422 -0.33693
12 H -1.80069 -0.82147 -0.80746
13 S 0.91609 0.82822 0.68313
14 H 2.95826 -0.43571 0.61982
15 O -2.20320 -1.51878 -0.22241
16 H -0.52029 0.80205 -0.92004
17 C 2.41269 0.11789 -0.11290
18 H 1.07960 -1.01989 1.10337

The calculation puts the orbital gap at 8.51 eV. The LUMO energy is -1.5 eV. The value obtained for the HOMO energy is -10.0525 eV.

Here are the natural (NBO) charges for atoms 1 to 6, given in e: 0.4937 0.4828 -0.9797 0.2067 0.4536 0.2124

<b>
A 4-piece molecular cluster, C2H12O3S overall. Source: the Open Molecules 2025 dataset; level of theory: the ωB97M-V functional and the def2-TZVPD basis.

CARTESIAN COORDINATES (ANGSTROEM)
1 H 2.27426 2.44325 -2.96997
2 O -3.95934 -1.67385 4.21129
3 H 0.65682 -2.63596 -0.01783
4 H 2.63354 0.84294 -1.19015
5 C 3.64078 0.51742 -1.44438
6 H 1.44066 1.08409 -3.70153
7 H -5.38022 0.87440 3.49156
8 H 4.31477 1.20647 -0.94454
9 H -4.54427 -2.33153 3.84121
10 S 3.85352 0.67428 -3.27605
11 C 2.37723 1.62821 -3.69020
12 H 2.59756 2.09424 -4.65060
13 H -0.84276 -2.63631 -0.12026
14 H 3.81996 -0.54373 -1.31457
15 H -4.27899 -1.07111 4.87896
16 O -0.12802 -2.32312 0.44388
17 O -4.44981 1.08815 3.63166
18 H -4.02568 0.76217 2.82154

The calculation puts the orbital gap at 9.13 eV. The LUMO energy is 0.6 eV. The value obtained for the HOMO energy is -8.4830 eV.

Here are the natural (NBO) charges for atoms 1 to 6, given in e: 0.2117 -0.9734 0.4657 0.2203 -0.7232 0.2104

Stability, highest: <b>

<a>
A 2-piece molecular cluster, C4H14NO overall. Source: the Open Molecules 2025 dataset; level of theory: the ωB97M-V functional and the def2-TZVPD basis.

CARTESIAN COORDINATES (ANGSTROEM)
1 C -0.81755 0.11983 -0.49224
2 N 0.12804 -1.02931 -0.75687
3 H 1.76024 0.88332 1.20855
4 H 0.41542 2.52385 -1.74633
5 H 0.70256 1.83137 2.08145
6 C 0.70086 0.97720 1.39037
7 O -1.44587 -3.11713 0.60998
8 H 0.76133 -1.17818 0.03620
9 H -1.38783 -0.29802 0.36106
10 H -1.44595 0.27903 -1.35977
11 H -1.27675 -4.04821 0.49699
12 H 0.35638 0.01223 1.78114
13 H -0.81829 2.01187 0.35716
14 H 1.71117 2.49943 -0.51745
15 H -0.41578 -1.90307 -0.78067
16 C 0.94556 1.89537 -1.02943
17 H 1.52444 1.05396 -1.43377
18 H 0.74063 -0.86827 -1.55506
19 C -0.03857 1.31346 0.05645
20 H -2.10004 -2.95872 1.29225

The calculation puts the orbital gap at 12.45 eV. The LUMO energy is -3.2 eV. As for the total charge: +1. The value obtained for the HOMO energy is -15.6439 eV.

Here are the natural (NBO) charges for atoms 1 to 6, given in e: -0.2082 -0.6913 0.2153 0.2403 0.2586 -0.6337

<b>
A 2-piece molecular cluster, C4H14NO overall. Source: the Open Molecules 2025 dataset; level of theory: the ωB97M-V functional and the def2-TZVPD basis.

CARTESIAN COORDINATES (ANGSTROEM)
1 H -0.06773 2.86327 -0.07537
2 H -1.61413 2.25243 -0.12699
3 N -0.72493 -0.68181 0.08432
4 H -1.80876 -0.63615 0.14415
5 H 0.17281 1.91926 -1.77173
6 O 1.59104 -0.76983 2.15005
7 C -0.34727 -1.70674 -0.85711
8 H 0.53722 0.14022 -2.41199
9 C -0.04859 0.61412 -0.36630
10 H -0.54485 -0.78209 1.06248
11 H -0.63733 2.02657 1.49582
12 H 1.00780 0.69757 0.11327
13 H 2.24542 -0.59098 2.77170
14 H 0.60147 -1.55376 -1.51092
15 H -0.13173 -2.52133 -0.16784
16 H 1.31111 -1.70262 2.30262
17 C -0.58486 1.96573 0.42003
18 C -0.10283 0.83639 -1.84847
19 H -1.09935 -1.91485 -1.53886
20 H -1.12439 0.47677 -2.16582

The calculation puts the orbital gap at 11.91 eV. The LUMO energy is -3.3 eV. As for the total charge: +1. The value obtained for the HOMO energy is -15.1890 eV.

Here are the natural (NBO) charges for atoms 1 to 6, given in e: 0.2491 0.2173 -0.5223 0.4396 0.2657 -0.9645

Stability, highest: <a>

<a>
One molecule with the formula C4H10N2S2. Source: the Open Molecules 2025 dataset; level of theory: the ωB97M-V functional and the def2-TZVPD basis.

CARTESIAN COORDINATES (ANGSTROEM)
1 H -2.04290 -1.77933 2.58046
2 N 2.39592 -0.05119 0.02126
3 H -2.14365 0.84359 -1.37643
4 H -1.66580 2.11579 -0.30437
5 H 0.96091 1.47496 -0.93489
6 H 1.47877 -0.86893 -1.94703
7 H -0.32819 -2.64713 2.09407
8 S -1.36485 -0.72858 0.71911
9 H 3.11994 -0.27264 0.81952
10 N 1.26553 -0.67829 0.42619
11 H 2.23616 0.90516 -0.35504
12 C -1.36812 1.46618 -1.21732
13 H -0.74567 -0.88336 2.99781
14 C -0.98825 -1.73380 2.22935
15 H -1.52434 2.20624 -2.01375
16 S 0.51941 -0.03763 -2.72265
17 C 0.02728 0.81513 -1.02995
18 C 0.16785 -0.14617 0.01367

The calculation puts the orbital gap at 8.60 eV. The LUMO energy is 0.7 eV. The value obtained for the HOMO energy is -7.9057 eV.

Here are the natural (NBO) charges for atoms 1 to 6, given in e: 0.2382 -0.6631 0.2277 0.2246 0.2087 0.1769

<b>
A 2-piece molecular cluster, C4H10N2S2 overall. Source: the Open Molecules 2025 dataset; level of theory: the ωB97M-V functional and the def2-TZVPD basis.

CARTESIAN COORDINATES (ANGSTROEM)
1 C 0.46284 -0.96488 -2.30154
2 H 1.40902 -0.36580 2.14143
3 H 1.85082 1.49601 2.66365
4 H 1.25465 -1.61474 -1.91352
5 S -2.08732 1.13910 0.01541
6 H 0.18650 1.23970 -1.80377
7 H 0.77516 -0.73911 -3.42316
8 S -1.27494 -1.56792 0.86183
9 H -0.52305 -1.56636 -2.36393
10 N 0.76585 1.06902 0.74997
11 H 0.19626 1.02787 2.84016
12 C -2.38140 -0.36937 0.67561
13 H -0.21865 1.58630 0.75011
14 N 0.83136 0.09400 -0.19868
15 H 0.78823 -0.89845 0.08013
16 H -3.44723 -0.64875 0.48031
17 C 1.09397 0.80941 2.15006
18 C 0.31793 0.27399 -1.40408

The calculation puts the orbital gap at 7.84 eV. The LUMO energy is -0.1 eV. The value obtained for the HOMO energy is -7.9785 eV.

Here are the natural (NBO) charges for atoms 1 to 6, given in e: -0.6945 0.2040 0.2079 0.2290 -0.1971 0.2263

Stability, highest: <a>